This record from the Open Molecules 2025 dataset describes a cluster of 2 separate species, C4H5NO in total in a non-equilibrium geometry. The level of theory is the ωB97M-V functional and the def2-TZVPD basis.

HOMO energy (alpha / beta): -7.899 / -9.459 eV
frontier orbital gap (alpha / beta): 8.59 / 6.34 eV
LUMO energy (alpha / beta): 0.69 / -3.12 eV
expectation value of S²: 2.026
E: -285.16541 a.u.
multiplicity: 3

Last columns: bonded neighbours and bond lengths (Å).
Cartesian coordinates (Å):
1 C -0.61 0.90 -0.38  C2 1.486, C3 1.329, N5 1.376
2 C -0.25 1.45 0.95  C1 1.486, N5 1.324, O6 1.218
3 C -1.21 0.83 -1.57  C1 1.329, H7 1.082, H8 1.006
4 C 1.25 -1.81 0.72  H9 1.011, H10 1.134, H11 1.082
5 N 0.48 0.52 0.36  C1 1.376, C2 1.324
6 O -0.40 2.28 1.84  C2 1.218
7 H -1.02 0.05 -2.29  C3 1.082
8 H -2.01 1.42 -1.70  C3 1.006
9 H 0.43 -2.40 0.69  C4 1.011
10 H 1.81 -1.91 -0.27  C4 1.134
11 H 1.53 -1.33 1.64  C4 1.082